# 1
A structure of composition C34H38N7O2Pd, computed with the ωB97M-V functional and the def2-TZVPD basis.

* molecular weight: 683.1 g/mol
* largest force on an atom: 0.030 Eh/bohr
* HOMO level (spin up / spin down): -0.55973 / -0.59013 Ha
* ⟨S²⟩: 6.08
* total charge: +3
* energy above the lowest of the compared OMol25 structures with the same formula, charge and spin: 61.2 kJ/mol
* multiplicity: 5

Structure (XYZ):
```
82
Properties=species:S:1:pos:R:3:lowdin_spin:R:1
Pd 0.33 -0.71 0.53 1.41
C -0.30 -1.11 5.04 0.00
C 0.94 -0.79 5.54 0.00
C 1.99 -0.60 4.65 0.00
C 1.77 -0.70 3.29 0.01
N 0.54 -0.95 2.81 0.11
C -0.46 -1.16 3.67 0.01
C 2.88 -0.69 2.29 0.01
C 4.21 -0.65 2.65 0.00
C 5.18 -0.85 1.68 0.00
C 4.80 -1.14 0.38 0.00
C 3.45 -1.12 0.09 0.01
N 2.51 -0.87 1.01 0.07
H -1.14 -1.31 5.70 0.00
H 1.11 -0.73 6.60 0.00
H 2.98 -0.38 5.03 0.00
H -1.42 -1.41 3.23 0.00
H 4.51 -0.48 3.68 0.00
H 6.23 -0.82 1.95 0.00
H 5.53 -1.37 -0.38 0.00
H 3.09 -1.34 -0.90 0.00
C -0.21 -5.72 0.67 0.00
N -1.15 -4.60 0.38 0.00
C -2.46 -4.82 0.09 0.00
C -3.31 -3.81 -0.19 0.00
C -2.78 -2.49 -0.15 0.01
N -1.50 -2.26 0.14 0.08
C -0.65 -3.31 0.37 0.01
O 0.55 -3.09 0.57 0.03
N -3.57 -1.44 -0.41 0.00
H -0.79 -6.64 0.75 0.00
H 0.30 -5.54 1.61 0.00
H 0.52 -5.81 -0.11 0.00
H -2.79 -5.85 0.10 0.00
H -4.35 -4.00 -0.43 0.00
H -4.54 -1.56 -0.63 0.00
H -3.19 -0.51 -0.37 0.00
C -5.00 3.82 2.38 0.18
C -4.47 3.04 3.42 0.01
C -3.49 2.14 3.14 0.08
C -2.96 2.01 1.81 0.10
C -3.55 2.81 0.76 0.09
C -4.54 3.69 1.05 0.01
C -1.90 1.10 1.63 0.15
C -1.00 0.99 0.56 0.41
C -0.91 2.02 -0.49 0.05
C -1.14 1.72 -1.82 0.03
C -1.08 2.72 -2.79 0.00
C -0.74 4.02 -2.44 0.03
C -0.48 4.32 -1.11 0.00
C -0.57 3.33 -0.14 0.04
H -5.80 4.53 2.60 0.01
H -4.84 3.15 4.43 0.00
H -3.06 1.53 3.94 0.00
H -3.22 2.69 -0.26 0.00
H -5.00 4.29 0.26 0.00
H -1.78 0.43 2.46 0.01
H -1.42 0.71 -2.10 0.00
H -1.33 2.49 -3.83 0.00
H -0.70 4.81 -3.19 0.00
H -0.23 5.34 -0.82 0.00
H -0.38 3.56 0.91 0.00
C 3.61 1.41 -3.66 0.03
N 2.58 1.07 -2.67 0.36
C 2.71 1.76 -1.40 0.04
C 1.61 0.07 -2.80 0.01
O 1.04 -0.45 -1.86 -0.03
N 1.32 -0.31 -4.12 0.40
C 1.60 0.45 -5.35 0.04
C 0.50 -1.51 -4.29 0.05
H 4.54 1.58 -3.12 0.01
H 3.35 2.34 -4.18 0.02
H 3.76 0.62 -4.38 0.00
H 3.70 1.55 -0.99 0.02
H 1.95 1.44 -0.72 0.00
H 2.62 2.83 -1.60 0.02
H 1.68 1.52 -5.16 0.00
H 0.78 0.28 -6.04 0.01
H 2.51 0.09 -5.83 0.02
H 0.34 -2.00 -3.35 0.00
H 1.02 -2.17 -5.00 0.02
H -0.46 -1.22 -4.74 0.02
```

---

# 2
A structure of composition C34H39BBr2FIN5O4, computed with the ωB97M-V functional and the def2-TZVPD basis.

* molecular weight: 898.2 g/mol
* largest force on an atom: 0.056 Eh/bohr
* HOMO level: -0.18017 Ha
* total charge: -1
* multiplicity: 1

Structure (XYZ):
```
87
Properties=species:S:1:pos:R:3:mulliken_charge:R:1
C -0.75 -1.48 -2.95 -0.64
C -1.87 -2.33 -2.35 -0.69
B -1.70 -3.92 -2.59 0.37
I -1.59 -4.87 -0.47 -0.46
O -2.72 -4.52 -3.47 -0.42
C -2.16 -5.01 -4.56 0.76
Br -2.38 -3.62 -5.97 -0.22
Br -3.26 -6.54 -5.13 -0.20
C -0.66 -5.35 -4.19 1.12
C 0.30 -5.06 -5.32 -1.63
C 1.74 -5.50 -5.09 -0.98
C 2.33 -5.08 -3.77 0.36
F 2.66 -3.73 -3.76 -0.39
C -0.55 -6.68 -3.46 -1.11
C -0.57 -7.92 -4.33 0.17
O 0.02 -8.07 -5.33 -0.49
O -1.40 -8.94 -3.87 -0.50
O -0.47 -4.38 -3.20 -0.53
H 0.12 -1.40 -2.32 0.23
H -1.12 -0.47 -3.11 0.23
H -0.44 -1.86 -3.92 0.14
H -2.04 -2.08 -1.32 0.45
H -2.79 -2.04 -2.86 0.23
H -0.10 -5.54 -6.21 0.42
H 0.32 -4.01 -5.56 0.65
H 2.35 -5.01 -5.84 0.56
H 1.90 -6.56 -5.21 0.39
H 3.24 -5.65 -3.60 0.33
H 1.70 -5.25 -2.91 -0.20
H 0.31 -6.72 -2.81 0.22
H -1.41 -6.75 -2.82 0.49
H -0.97 -9.30 -3.09 0.33
N 0.67 0.88 -0.99 -0.33
C 0.81 0.94 0.34 -0.49
C 0.66 2.10 1.08 -0.31
C 0.36 3.27 0.41 0.09
C 0.21 3.23 -0.97 -0.73
C 0.38 2.01 -1.62 -0.28
H 1.05 -0.01 0.82 0.39
H 0.78 2.09 2.15 0.30
H 0.24 4.19 0.95 0.66
H -0.03 4.12 -1.54 0.37
H 0.27 1.94 -2.69 0.36
N 3.13 -6.58 -1.00 -0.18
C 2.94 -7.80 -0.51 -0.18
C 3.20 -8.16 0.80 -0.65
C 3.70 -7.18 1.66 -0.08
C 3.90 -5.91 1.16 -0.72
C 3.60 -5.66 -0.17 -0.02
H 2.55 -8.53 -1.21 0.39
H 3.02 -9.17 1.15 0.35
H 3.91 -7.42 2.69 0.36
H 4.28 -5.12 1.80 0.35
H 3.74 -4.67 -0.60 0.41
N 1.22 3.78 3.77 -0.25
C 2.02 3.93 4.83 -0.37
C 1.66 4.63 5.97 -0.47
C 0.40 5.20 6.03 -0.33
C -0.45 5.05 4.94 -0.90
C 0.00 4.33 3.85 0.15
H 2.99 3.47 4.74 0.37
H 2.35 4.72 6.80 0.37
H 0.08 5.75 6.90 0.43
H -1.44 5.48 4.94 0.57
H -0.63 4.19 2.98 0.42
N -2.92 4.51 2.20 -0.22
C -4.19 4.13 2.14 -0.35
C -5.03 4.40 1.07 -0.47
C -4.52 5.11 0.00 -0.13
C -3.20 5.52 0.04 -0.91
C -2.44 5.19 1.16 -0.12
H -4.55 3.57 3.00 0.38
H -6.06 4.06 1.08 0.38
H -5.14 5.35 -0.85 0.38
H -2.76 6.08 -0.77 0.38
H -1.40 5.49 1.23 0.66
N -0.47 8.21 5.52 -0.37
C -0.80 8.46 4.26 -0.08
C -0.22 9.46 3.49 -0.56
C 0.76 10.24 4.08 -0.17
C 1.11 10.00 5.39 -0.46
C 0.47 8.97 6.07 -0.16
H -1.57 7.82 3.84 0.40
H -0.52 9.61 2.47 0.36
H 1.24 11.03 3.51 0.37
H 1.87 10.59 5.89 0.36
H 0.72 8.75 7.10 0.33
```

---

# 3
A structure of composition C34H39BeBrN6OTe, computed with the ωB97M-V functional and the def2-TZVPD basis.

* molecular weight: 764.2 g/mol
* largest force on an atom: 0.013 Eh/bohr
* HOMO level (spin up / spin down): -0.35217 / -0.37467 Ha
* ⟨S²⟩: 0.76
* total charge: +1
* energy above the lowest of the compared OMol25 structures with the same formula, charge and spin: 38.7 kJ/mol
* multiplicity: 2

Structure (XYZ):
```
83
Properties=species:S:1:pos:R:3:lowdin_spin:R:1
Be 0.60 0.21 -2.12 0.01
C -1.95 3.69 -5.15 0.00
C -0.95 2.58 -5.00 0.00
C -0.32 1.99 -6.08 0.00
C 0.57 0.93 -5.93 0.00
C 0.78 0.51 -4.64 0.00
Br 1.82 -1.00 -4.16 0.00
N 0.21 1.07 -3.57 0.00
C -0.64 2.08 -3.74 0.00
H -2.08 3.96 -6.20 0.00
H -1.61 4.58 -4.62 0.00
H -2.92 3.41 -4.74 0.00
H -0.53 2.35 -7.08 0.00
H 1.05 0.44 -6.76 0.00
H -1.11 2.47 -2.84 0.00
C -1.02 -5.23 6.29 0.00
C -0.91 -4.26 5.14 0.00
C -1.54 -4.50 3.93 0.00
C -1.45 -3.63 2.85 0.00
C -2.19 -4.00 1.59 0.01
C -0.68 -2.47 3.01 0.07
Te -0.31 -1.15 1.38 0.46
N -0.38 -0.48 -1.18 0.12
C -1.65 -0.82 -1.29 0.01
O -2.34 -1.29 -0.35 0.18
C -2.41 -0.59 -2.58 0.02
C -3.56 0.20 -2.55 0.00
C -4.23 0.50 -3.73 0.00
C -3.78 -0.02 -4.94 0.00
C -2.67 -0.85 -4.97 0.00
C -1.99 -1.13 -3.79 0.00
C -1.64 0.33 2.05 0.01
C -2.83 -0.09 2.62 0.01
C -3.73 0.84 3.11 0.00
C -3.43 2.20 3.01 0.01
C -2.24 2.61 2.44 0.00
C -1.32 1.69 1.94 0.01
C -0.03 2.19 1.35 0.01
C -0.04 -2.18 4.22 0.02
C 0.76 -0.92 4.46 0.02
C -0.17 -3.09 5.27 0.01
H -1.76 -6.00 6.08 0.00
H -1.30 -4.72 7.21 0.00
H -0.07 -5.73 6.47 0.00
H -2.14 -5.40 3.82 0.00
H -3.25 -4.11 1.81 0.00
H -1.84 -4.97 1.22 0.00
H -2.10 -3.28 0.79 0.01
H -3.91 0.57 -1.60 0.00
H -5.11 1.13 -3.69 0.00
H -4.32 0.21 -5.85 0.00
H -2.35 -1.30 -5.90 0.00
H -1.13 -1.79 -3.81 0.00
H -3.06 -1.15 2.69 0.00
H -4.66 0.51 3.55 0.00
H -4.13 2.93 3.39 0.00
H -2.01 3.66 2.37 0.00
H -0.06 3.27 1.21 0.00
H 0.15 1.72 0.38 0.00
H 0.82 1.96 2.00 0.00
H 0.29 -0.04 4.02 0.01
H 1.77 -1.00 4.04 0.00
H 0.86 -0.74 5.52 0.00
H 0.32 -2.86 6.21 0.00
C 6.03 -0.07 0.13 0.00
C 5.87 1.33 0.72 0.00
C 6.40 2.41 -0.21 0.00
C 4.43 1.58 1.15 0.00
N 3.47 1.51 0.03 0.00
C 2.72 0.50 -0.36 0.00
N 2.01 0.91 -1.39 0.00
N 2.34 2.21 -1.62 0.00
N 3.21 2.57 -0.75 0.00
H 7.08 -0.27 -0.10 0.00
H 5.48 -0.17 -0.82 0.00
H 5.68 -0.85 0.81 0.00
H 6.43 1.37 1.66 0.00
H 5.90 2.39 -1.18 0.00
H 7.46 2.25 -0.39 0.00
H 6.27 3.41 0.20 0.00
H 4.29 2.57 1.60 0.00
H 4.10 0.83 1.87 0.00
H 2.68 -0.47 0.11 0.00
```